Here is the ion C10H13N2 with charge +1 at a distorted geometry from OMol25. Energies are from ωB97M-V/def2-TZVPD.

Last column: natural (NBO) charge in e.
Geometry (Å):
H 0.38309 -2.55644 0.07995  0.248
H -2.03527 -3.08214 -0.12044  0.246
H 2.12049 -1.89917 -0.80586  0.213
C -0.38358 -1.78037 -0.01148  -0.240
H 1.53946 -0.41790 -1.95235  0.258
N 1.79949 1.20594 0.07676  -0.299
H -3.18489 0.98403 -0.19714  0.248
C -0.88518 3.33490 -0.15138  -0.783
H -0.43310 3.79544 -1.13451  0.323
C 1.95081 -0.76901 1.32696  -0.425
H 2.09634 -1.89328 1.35403  0.225
H -3.64757 -1.26425 -0.22758  0.235
C -1.70436 -2.05580 -0.10228  -0.097
C -2.64677 -1.02482 -0.16608  -0.208
C -0.43341 1.96585 0.03969  0.469
C -0.02015 -0.40878 0.00598  0.284
N 1.40301 -0.12611 0.09361  -0.208
C -0.89021 0.66392 0.03169  -0.303
H 3.00720 -0.50236 1.33479  0.245
H 1.26456 -0.42884 2.17226  0.250
C 2.14237 -0.81339 -1.07641  -0.394
H 3.25942 -0.57021 -0.87380  0.258
C -2.34440 0.29395 0.01447  -0.105
H -1.91819 3.25683 -0.27184  0.245
H -0.43913 4.09200 0.56097  0.314

Output
DFT total energy: -13545.9253 eV
Total charge: +1
Energy above the lowest of the compared OMol25 structures with the same formula, charge and spin: 907.8 kJ/mol
LUMO (spin up / spin down): -5.73 / -5.77 eV
Strongest force on any atom: 5.21 eV Å⁻¹

Here is a cluster of 2 separate species, C10H13N2O in total at a distorted geometry from OMol25. Energies are from ωB97M-V/def2-TZVPD.

Last column: natural (NBO) charge in e.
Geometry (Å):
H 2.71411 -2.38142 -1.06085  0.208
H 1.83515 -0.32612 0.63130  0.451
N 3.22484 -0.58273 -0.22911  -0.837
C -2.19749 1.46861 0.07169  -0.160
O 1.34471 -0.16761 2.68326  -0.189
C -0.40085 0.35103 1.23037  0.316
H -2.28857 2.20340 0.83357  0.229
H -1.96059 -1.27065 -2.69083  0.241
H -3.75817 0.52805 -2.65525  0.233
N 1.09483 -0.14967 1.38635  -0.215
H 3.63027 0.29363 -0.53952  0.387
C -1.94836 -0.43417 -1.96319  -0.189
H 0.35513 0.09435 4.39029  0.228
C 0.24019 0.11814 3.38443  0.234
H -3.71128 2.38847 -1.21349  0.236
H -0.20873 -1.07217 -0.91847  0.214
H 3.78187 -1.12253 0.35507  0.378
C 2.97840 -1.38246 -1.45931  -0.419
C -0.79353 0.52261 2.57165  -0.346
H 3.85699 -1.36161 -2.14798  0.216
H -1.71829 0.88672 3.02840  0.278
C -2.90376 1.53066 -1.08444  -0.177
C -1.21592 0.52254 0.15155  -0.211
C -1.09471 -0.37273 -0.88790  -0.145
H 2.05430 -0.83558 -1.79594  0.195
C -2.91054 0.55124 -2.07165  -0.152

Output
DFT total energy: -15598.4299 eV
Total charge: +1
Energy above the lowest of the compared OMol25 structures with the same formula, charge and spin: 469.6 kJ/mol
LUMO: -4.40 eV
Strongest force on any atom: 8.14 eV Å⁻¹

Here is a cluster of 3 separate species, C10H13N3 in total at a distorted geometry from OMol25. Energies are from ωB97M-V/def2-TZVPD.

Last column: Löwdin spin population.
Geometry (Å):
H -23.00437 18.06975 15.72454  0.007
C -22.36508 19.42858 14.16954  0.012
N -18.42422 18.16836 17.73328  0.002
H -21.24942 13.74790 15.12946  0.072
C -20.78415 14.23935 14.27499  0.397
H -22.42161 17.64243 11.49003  0.025
N -19.85834 16.40638 15.39719  0.010
H -23.07592 16.28104 13.69569  0.031
H -18.63215 20.46690 20.04980  0.000
C -22.81346 17.32863 13.68875  0.038
C -17.17658 18.93520 19.48917  0.000
H -22.21658 20.38339 14.65192  0.004
C -19.06502 19.24370 18.27772  0.006
N -22.19443 19.28986 12.83310  0.005
H -18.71472 17.59105 16.95712  0.001
H -20.08537 13.52719 13.83608  0.088
C -22.53929 18.00775 12.49953  0.054
H -21.92783 20.06323 12.24070  0.009
C -17.29419 17.92707 18.47799  0.010
C -18.33375 19.70665 19.34313  0.001
H -16.62933 17.13175 18.17495  0.005
C -22.75709 18.23690 14.68661  0.010
H -20.00625 19.49857 17.81345  0.002
C -20.25258 15.44238 14.90489  0.141
H -21.46086 14.47983 13.45504  0.068
H -16.35540 18.86008 20.18661  0.000

Output
<S²>: 0.750
DFT total energy: -15048.8686 eV
Total charge: -1
Multiplicity: 2
LUMO (spin up / spin down): 3.27 / 3.12 eV
Strongest force on any atom: 3.87 eV Å⁻¹

Here is a cluster of 2 separate species, C10H13N3O5P in total at a distorted geometry from OMol25. Energies are from ωB97M-V/def2-TZVPD.

Last column: natural (NBO) charge in e.
Geometry (Å):
O 3.36114 4.05548 1.69361  -0.780
C -1.32880 0.43773 -1.01940  -0.653
C -1.10663 1.92329 -1.02992  0.253
H 3.93340 -1.80058 -0.47058  0.214
H -1.03617 0.10405 -2.02536  0.285
H 2.45347 -2.82749 -0.69039  0.206
O 1.44921 2.85846 1.81004  -0.806
C 2.37806 3.75853 2.38277  0.939
C 1.11387 0.05047 -0.28185  -0.453
H 1.55506 -1.67088 1.04580  0.205
H -3.07901 -0.93777 1.08363  0.476
H -3.22657 -2.40429 -0.88701  0.218
O -0.74013 -1.58888 0.18532  -0.497
N -0.88616 1.01307 2.35675  -0.231
C -0.49402 -2.23703 -0.91841  0.549
H -2.95369 -1.70242 -2.49857  0.249
C -0.57424 0.49238 1.38641  0.251
H 1.33940 1.05068 0.12404  0.310
C 2.85385 -1.80956 -0.64616  -0.606
N -1.18397 3.06762 -1.03754  -0.247
O -3.53114 -0.12607 0.81228  -0.931
N -0.31940 -2.73974 -1.93830  -0.403
C 2.07425 -0.94337 0.40909  -0.422
H 1.22144 0.12444 -1.36836  0.214
P -3.17462 0.10221 -0.80447  1.103
H 2.77759 -0.42581 1.06672  0.243
O 2.04551 4.11944 3.54206  -0.829
H 2.69792 -1.38107 -1.64309  0.201
H 0.85102 2.85272 2.57599  0.485
C -0.39452 -0.18659 0.06767  0.185
H -4.57740 -1.65522 -1.72480  0.245
C -3.49872 -1.57383 -1.55794  -0.974

Output
DFT total energy: -34577.2117 eV
Total charge: -1
Energy above the lowest of the compared OMol25 structures with the same formula, charge and spin: 77.0 kJ/mol
LUMO: 2.18 eV
Strongest force on any atom: 2.27 eV Å⁻¹

Here is the ion C10H13N4O with charge +1 at a distorted geometry from OMol25. Energies are from ωB97M-V/def2-TZVPD.

Last column: natural (NBO) charge in e.
Geometry (Å):
C -0.64053 -2.77454 0.44942  0.590
H -2.42131 -3.63318 -0.44380  0.238
C 0.30468 1.93300 -2.19859  -0.221
H -0.21270 -0.29150 1.61553  0.272
C -0.04666 3.16871 -0.12578  0.131
H 0.19323 5.24777 0.29823  0.430
C 1.39085 -0.97617 0.38233  -0.529
H 2.26754 -2.38716 1.88972  0.225
H -1.04312 -4.59383 -0.41879  0.266
O -0.68992 1.89874 1.74401  -0.627
C -1.57594 -3.91764 0.17450  -0.668
H 2.02390 -0.18743 0.76196  0.272
H -1.90760 -4.25353 1.16948  0.283
C 1.49162 -2.21538 1.20616  0.311
H 0.60130 4.06376 -1.99838  0.234
H 0.62722 2.05974 -3.26862  0.252
N -0.96082 -1.52043 0.16614  -0.489
H 0.37105 -0.30011 -1.83777  0.198
C 0.07961 0.74241 -1.57818  -0.074
C -0.37080 1.92129 0.57052  0.595
N -0.22606 0.74031 -0.18727  -0.412
N 0.49697 -3.07644 1.14212  -0.472
C 0.20679 3.13329 -1.50603  -0.269
H -1.81978 -1.36805 -0.35802  0.457
H 0.14685 3.97557 1.72635  0.440
H 1.59864 -1.15368 -0.65805  0.262
C -0.00687 -0.50342 0.58197  0.114
N 0.12186 4.26790 0.70086  -0.807

Output
DFT total energy: -18581.2385 eV
Total charge: +1
Energy above the lowest of the compared OMol25 structures with the same formula, charge and spin: 57.3 kJ/mol
LUMO: -5.29 eV
Strongest force on any atom: 3.57 eV Å⁻¹

Here is a cluster of 2 separate species, C10H13NO in total at a distorted geometry from OMol25. Energies are from ωB97M-V/def2-TZVPD.

Last column: Löwdin spin population.
Geometry (Å):
H -1.07294 2.92835 -0.38980  0.015
C 0.10954 1.63946 -1.71707  0.222
C -3.67547 0.67818 1.56191  0.002
O -3.45193 -0.69362 2.06208  0.007
H -0.06536 2.07564 -2.70237  0.025
C 0.54926 0.24734 0.89760  0.167
H 3.85410 -1.55777 0.69830  0.002
H -3.05826 1.52093 2.03707  0.001
H 2.63935 -2.00600 -2.43507  0.033
H -4.69240 0.96710 1.39383  0.001
H 2.40132 -2.39789 1.58471  0.001
C 2.78844 -1.99872 0.50703  -0.001
N 1.51223 -0.24482 -2.49982  0.037
C -0.50490 2.06820 -0.48623  0.157
H 0.64449 -0.39384 1.72294  0.021
H 1.23171 -0.12990 -3.39506  0.001
C 0.90209 0.45754 -1.44642  -0.002
C 2.15603 -1.19861 -0.54833  0.031
H -0.90630 1.59510 1.46494  -0.002
H -4.30819 -0.96367 2.55088  0.001
C 1.26356 -0.19026 -0.19772  0.056
C -0.31306 1.28795 0.70084  0.037
H -3.16096 0.57498 0.57235  0.003
C 2.26907 -1.25831 -1.93430  0.183
H 2.88859 -3.00736 -0.00230  0.002

Output
<S²>: 0.774
DFT total energy: -14114.5564 eV
Total charge: -1
Multiplicity: 2
Energy above the lowest of the compared OMol25 structures with the same formula, charge and spin: 223.9 kJ/mol
LUMO (spin up / spin down): 3.20 / 3.16 eV
Strongest force on any atom: 5.23 eV Å⁻¹